1.
The following is a quantum chemistry calculation of a cluster of 3 separate species, C5H12O4 in total at a distorted geometry, from the OMol25 dataset.

```
21
Properties=species:S:1:pos:R:3:forces:R:3:nbo_charge:R:1
C -1.626534 0.237590 0.219675 -0.45 -0.50 0.63 0.823
C -1.326239 1.520597 0.927268 0.11 0.07 -0.11 -0.738
C 0.328581 -0.642452 -2.462081 -0.14 0.21 -0.10 -0.736
C 0.779101 0.407567 -1.492175 0.88 -0.74 0.73 0.416
O -2.303243 0.428607 -0.911467 -0.12 0.25 -0.37 -0.668
O -1.377085 -0.879464 0.634537 -0.02 0.37 -0.33 -0.651
O 0.572032 1.587524 -1.604294 -0.11 0.29 -0.14 -0.553
H -2.475312 -0.416846 -1.354905 0.08 -0.03 0.28 0.499
H 0.314853 -1.401855 1.007536 1.10 0.19 0.07 0.503
H -0.777908 1.330624 1.844626 -0.03 -0.06 -0.03 0.232
H -0.744586 2.161415 0.265644 -0.01 0.01 0.03 0.275
H -2.261301 2.032455 1.153051 -0.03 -0.03 -0.01 0.246
H -0.134272 -1.460007 -1.910779 -0.03 -0.10 0.02 0.231
H -0.346827 -0.230454 -3.209354 -0.01 0.00 -0.02 0.224
H 1.210530 -1.052022 -2.951499 0.11 -0.08 -0.06 0.243
C 1.772864 -0.694457 2.139086 0.25 -0.29 0.21 -0.243
O 1.300407 -1.299977 0.959178 -0.92 -0.46 -0.01 -0.761
H 1.347402 -0.023303 -0.603986 -0.46 0.59 -0.86 0.159
H 1.112186 0.100177 2.483809 -0.02 0.16 0.05 0.156
H 2.760008 -0.271420 1.918195 -0.20 -0.05 0.13 0.179
H 1.875341 -1.434300 2.947933 0.04 0.21 -0.10 0.165
```
Positions in Å, forces in eV/Å.

Values from the calculation:
Total charge: 0
HOMO: -9.33 eV
Relative energy (zero: lowest compared OMol25 entry of this formula, charge and spin): 0.920 eV
Gap between HOMO and LUMO: 10.01 eV
SMILES: CC(=O)O.CC=O.CO

---

2.
The following is a quantum chemistry calculation of a cluster of 2 separate species, C11H18 in total at a distorted geometry, from the OMol25 dataset.

```
29
Properties=species:S:1:pos:R:3:forces:R:3:lowdin_spin:R:1
C 0.563985 1.601433 -1.580614 0.82 1.22 0.66 0.009
C 1.696207 0.888414 -2.364026 -1.75 -1.58 0.04 0.015
C 1.210496 2.658980 -0.642865 0.47 1.23 0.26 0.038
C -0.488796 2.265027 -2.482332 0.16 0.89 0.66 0.024
H 0.079887 0.901657 -0.900896 0.02 -0.27 -0.26 0.005
H 1.651840 0.973750 -3.453529 0.35 0.94 0.09 0.001
H 0.813598 3.673151 -0.756216 -0.31 -0.08 -0.36 0.003
H 1.128187 2.533236 0.432750 -0.25 -0.79 0.16 0.021
H 2.285213 2.829536 -0.792118 -0.08 -0.40 -0.24 0.003
H -0.165830 2.194158 -3.517167 -0.61 -0.11 -0.22 0.001
H -1.506445 1.976296 -2.257903 -0.23 -0.95 -0.52 0.008
H -0.592901 3.329010 -2.225082 0.52 0.00 -0.30 0.002
H 1.422406 -0.174314 -2.301007 0.61 -0.12 0.35 0.002
H 2.661920 1.057650 -1.911252 0.26 -0.05 -0.26 0.003
C -1.537121 -0.622457 3.351155 0.22 1.12 0.20 0.044
C -1.356130 -2.792919 0.225207 0.15 0.88 -0.18 0.179
C 0.038976 -2.959333 0.127983 0.39 -0.26 -0.07 0.086
C -1.852599 -1.942570 1.251326 0.11 -0.91 0.17 0.071
C -1.007235 -1.378147 2.192443 -0.34 -0.02 -0.60 0.083
C 0.896035 -2.331514 1.003881 -0.35 -0.43 -0.30 0.088
C 0.383458 -1.472034 1.992320 1.06 0.02 -0.01 0.183
H -1.973353 -3.216188 -0.555778 -0.32 0.04 0.13 0.029
H 0.430182 -3.562993 -0.687736 0.10 -0.14 0.15 0.009
H -2.934722 -1.863745 1.345653 0.03 0.23 0.19 0.009
H 1.962994 -2.538099 0.975073 0.02 0.19 -0.22 0.010
H -2.554918 -0.305603 3.113917 -0.17 -0.21 0.58 0.004
H -0.967714 0.307627 3.564781 -0.01 -0.08 -0.54 0.023
H 1.123073 -0.900518 2.544435 -0.34 0.07 0.46 0.042
H -1.410687 -1.129500 4.307596 -0.55 -0.44 0.00 0.004
```
Positions in Å, forces in eV/Å.

Values from the calculation:
Total charge: -1
<S²>: 0.756
HOMO (alpha / beta): 1.09 / -4.09 eV
Relative energy (zero: lowest compared OMol25 entry of this formula, charge and spin): 1.031 eV
Gap between HOMO and LUMO (alpha / beta): 2.48 / 7.46 eV
Multiplicity: 2

---

3.
The following is a quantum chemistry calculation of a cluster of 2 separate species, C2H9N3 in total at a distorted geometry, from the OMol25 dataset.

```
14
Properties=species:S:1:pos:R:3:forces:R:3:nbo_charge:R:1
C -4.024639 0.175564 0.204961 1.68 -0.91 2.86 -0.055
N -4.452958 1.318663 -0.087079 -1.51 0.47 -1.03 -0.586
H -3.004555 -0.331220 -0.028445 -1.67 1.42 -0.63 0.164
H -4.405033 -0.271560 1.143324 -0.47 -0.69 -0.72 0.135
H -5.407292 1.501984 0.370003 1.97 -0.30 -0.47 0.341
N 3.697885 -0.343851 0.024739 -1.07 1.97 -4.22 -0.830
C 2.341132 0.264988 0.015478 0.40 -1.46 3.70 -0.029
N 1.332022 -0.465119 -0.685413 -1.06 -0.75 -1.56 -0.914
H 3.872943 -1.055683 0.625749 -0.07 -2.36 2.73 0.352
H 3.822248 -0.817319 -0.905364 0.05 1.00 0.93 0.341
H 1.928086 0.284394 1.111537 1.26 0.17 -1.37 0.143
H 2.465653 1.312395 -0.213053 -0.18 0.24 -0.90 0.168
H 1.443948 -1.389967 -1.176006 0.04 1.89 1.20 0.393
H 0.390565 -0.183269 -0.400433 0.62 -0.71 -0.51 0.376
```
Positions in Å, forces in eV/Å.

Values from the calculation:
Total charge: 0
HOMO: -8.68 eV
Relative energy (zero: lowest compared OMol25 entry of this formula, charge and spin): 2.719 eV
Gap between HOMO and LUMO: 9.52 eV
SMILES: C=N.NCN

---

4.
The following is a quantum chemistry calculation of a structure of composition C29H44As3CrF3N4O7S3 at a distorted geometry, from the OMol25 dataset.

```
94
Properties=species:S:1:pos:R:3:forces:R:3:lowdin_spin:R:1
Cr 0.722808 0.116308 -0.789318 0.26 -1.27 0.25 1.029
C 3.586091 -1.135021 1.079238 -0.08 -0.04 -0.31 -0.002
As 2.555649 0.494833 0.901817 0.24 0.11 0.66 -0.008
C 3.977300 1.810865 1.017866 -0.16 0.13 -0.33 0.000
C 1.941869 0.521240 2.765302 -0.19 0.07 -0.10 -0.002
C 0.824518 1.496040 3.146835 -0.03 0.21 -0.08 0.000
C 1.080581 2.877536 2.515556 -0.02 -0.13 0.16 0.001
C -0.523804 0.948735 2.679786 0.29 -0.11 -0.05 -0.003
As -0.935548 1.014085 0.779865 -0.42 0.25 0.47 -0.021
C -2.560052 -0.035902 0.857584 0.15 -0.08 -0.23 -0.005
C -1.719093 2.787730 0.613538 0.16 0.03 -0.18 -0.005
C 0.797576 1.719844 4.673000 0.02 -0.09 -0.03 0.000
As 0.354874 0.393623 6.085509 -0.01 0.04 0.04 0.000
C 0.975707 -1.328883 5.382863 0.00 -0.08 -0.06 0.000
C -1.559337 0.106246 5.752643 -0.06 -0.04 -0.02 0.000
H 4.149863 -1.084752 2.003700 0.09 0.04 0.17 -0.001
H 4.263726 -1.252805 0.239998 0.03 0.04 -0.04 0.000
H 2.902479 -1.978846 1.101966 -0.04 -0.05 0.01 0.000
H 4.472199 1.670101 1.972629 0.07 0.01 0.12 0.000
H 3.593733 2.826776 0.950064 -0.01 0.00 0.03 0.000
H 4.674514 1.638950 0.205817 0.05 -0.02 -0.06 0.000
H 2.832402 0.727655 3.356820 0.13 0.01 0.05 0.000
H 1.640294 -0.501002 2.979814 -0.01 -0.07 0.06 0.000
H 1.135123 2.822679 1.425065 0.01 0.03 -0.09 0.001
H 2.022412 3.294574 2.874912 0.00 0.01 0.00 0.000
H 0.283238 3.575375 2.777798 0.00 0.01 -0.01 0.000
H -1.335989 1.489097 3.159202 -0.18 0.08 0.05 -0.001
H -0.619664 -0.102394 2.949718 -0.02 -0.06 0.07 0.000
H -3.190130 0.390806 1.630048 -0.13 0.07 0.11 -0.001
H -2.331267 -1.068958 1.104729 0.00 -0.03 0.07 0.000
H -3.064888 -0.003190 -0.102221 -0.08 0.00 -0.13 0.000
H -2.220797 3.021056 1.547259 -0.06 0.05 0.10 -0.001
H -2.449944 2.790391 -0.191119 -0.07 0.01 -0.01 0.000
H -0.962480 3.542738 0.408274 -0.01 0.01 0.01 0.000
H 0.092909 2.529716 4.891100 0.00 0.02 0.00 0.000
H 1.778103 2.101050 4.968606 0.03 0.02 0.01 0.000
H 2.049587 -1.311949 5.197818 -0.03 0.00 0.02 0.000
H 0.445473 -1.630463 4.477775 0.04 0.02 0.04 0.000
H 0.778438 -2.070571 6.158178 0.01 0.01 -0.02 0.000
H -2.083846 1.063134 5.751185 0.02 -0.03 0.00 0.000
H -1.951562 -0.486880 6.579382 0.01 0.02 -0.02 0.000
H -1.760061 -0.425052 4.821590 0.00 0.03 0.05 0.000
O -2.310940 -4.441961 -0.694498 0.05 0.06 -0.03 0.000
C -1.768952 -4.328744 0.526111 -0.03 0.00 0.05 0.000
C -2.163851 -5.254019 1.494433 -0.06 -0.05 -0.01 0.000
C -1.674705 -5.177661 2.780855 0.00 0.00 0.03 0.000
C -0.757225 -4.185536 3.138706 -0.01 -0.03 0.00 0.000
C -0.354403 -3.279201 2.184002 0.01 -0.06 0.05 0.000
C -0.852114 -3.323593 0.874813 0.14 0.08 0.12 -0.001
C -0.437222 -2.275898 -0.061507 0.24 -0.08 0.07 0.001
O 0.393857 -1.345293 0.396487 -0.45 0.59 -0.68 -0.006
N -0.917109 -2.245271 -1.257763 0.19 0.44 -0.09 -0.003
N -0.544681 -1.088983 -1.994092 -0.04 -0.55 -0.32 -0.008
C -0.504809 -1.387193 -3.268751 -0.32 -0.01 0.41 0.008
S -0.523836 -0.214189 -4.551731 0.22 0.15 0.13 0.006
C -0.839550 -1.410614 -5.878414 -0.02 0.06 0.06 0.001
C -0.128079 -2.685766 -5.496655 -0.07 -0.05 0.05 0.000
S -0.556627 -3.055247 -3.773554 -0.05 0.08 -0.03 0.004
H -1.981043 -3.698193 -1.241230 -0.04 -0.04 -0.05 0.000
H -2.870775 -6.020655 1.199746 0.04 0.05 0.05 0.000
H -2.015282 -5.893183 3.521281 0.06 0.03 -0.06 0.000
H -0.365655 -4.133005 4.147708 -0.03 -0.01 -0.08 0.000
H 0.366230 -2.508810 2.424057 -0.01 -0.01 0.02 0.000
H -0.454206 -0.978806 -6.800530 0.02 -0.01 0.00 0.000
H -1.914171 -1.557854 -5.959635 -0.05 -0.05 -0.06 0.000
H 0.951831 -2.577268 -5.565795 0.06 0.00 -0.05 0.000
H -0.453069 -3.527863 -6.105005 0.00 -0.01 -0.02 0.000
F 3.834867 -2.518242 -3.780552 0.08 -0.03 -0.03 0.000
C 4.351221 -1.452455 -3.170849 -0.15 -0.21 0.16 0.000
F 5.064023 -0.749337 -4.036771 0.08 -0.02 -0.04 0.000
F 5.136038 -1.855350 -2.172535 0.02 -0.05 -0.07 0.000
S 3.004509 -0.400327 -2.524254 0.49 0.21 -0.20 0.000
O 2.287791 0.054965 -3.684073 0.00 -0.09 0.02 0.001
O 3.693066 0.639897 -1.779160 -0.19 -0.20 0.01 -0.001
O 2.209782 -1.297391 -1.646047 -0.14 0.85 -0.24 -0.002
O -3.897280 0.716615 -2.428579 0.13 0.12 -0.08 0.000
C -3.749541 1.440109 -3.644065 0.00 0.02 0.25 0.000
N -3.743575 2.865116 -3.477322 0.15 0.07 0.09 0.000
C -2.690374 3.707340 -3.261332 -0.06 0.07 0.00 0.000
O -2.847173 4.911120 -3.204044 -0.03 -0.18 -0.04 0.000
C -1.282660 3.189265 -3.065057 -0.12 0.00 0.02 0.000
C -0.262953 4.019652 -3.521992 -0.01 0.14 -0.09 0.007
C 1.039693 3.748153 -3.168452 0.09 0.17 -0.06 -0.001
C 1.299848 2.678658 -2.337908 0.03 -0.29 0.21 0.006
N 0.336841 1.841856 -1.921946 -0.48 0.00 -0.15 0.001
C -0.940754 2.092870 -2.302254 0.28 -0.01 0.00 0.006
H -4.804870 0.798707 -2.117384 -0.03 -0.02 0.00 0.000
H -4.545315 1.187720 -4.339353 -0.11 -0.05 -0.07 0.000
H -2.805790 1.119352 -4.063221 0.15 -0.07 -0.07 0.000
H -4.621083 3.358295 -3.535173 -0.06 0.06 -0.02 0.000
H -0.517650 4.884518 -4.123374 0.01 -0.04 0.08 0.000
H 1.857369 4.375793 -3.495519 -0.03 -0.03 0.01 0.000
H 2.303512 2.476910 -1.993660 0.07 -0.14 -0.02 0.000
H -1.696120 1.406519 -1.946348 -0.02 -0.11 0.01 0.000
```
Positions in Å, forces in eV/Å.

Values from the calculation:
Total charge: +1
<S²>: 0.766
HOMO (alpha / beta): -10.63 / -10.64 eV
Relative energy (zero: lowest compared OMol25 entry of this formula, charge and spin): 0.000 eV
Gap between HOMO and LUMO (alpha / beta): 6.48 / 6.96 eV
Multiplicity: 2